Model i:
The following is a DFT calculation (ωB97M-V/def2-TZVPD) of one molecule with the formula C2H5Cl2P.

Geometry as ORCA input:
```
! RIJCOSX wB97M-V def2-TZVPD def2/J DEFGRID3
* xyz 0 1
C 0.527 1.068 -0.672
H -1.107 -1.626 1.517
C -0.285 -1.039 0.986
Cl -1.706 -0.514 -1.771
P -1.016 0.431 0.018
H 1.286 1.444 -0.040
H 0.401 2.016 -1.314
H 0.956 0.359 -1.326
Cl 0.536 -0.452 2.391
H 0.408 -1.687 0.211
*
```

The calculation puts the HOMO energy at -9.486 eV. Its orbital gap is 10.11 eV. The calculation puts the LUMO energy at 0.0229 hartree.



Model ii:
The following is a DFT calculation (ωB97M-V/def2-TZVPD) of one molecule with the formula C2H5Cl2P.

Geometry as ORCA input:
```
! RIJCOSX wB97M-V def2-TZVPD def2/J DEFGRID3
* xyz 0 1
H -0.215 -0.059 -1.475
Cl -0.340 -1.861 0.110
H -0.718 0.708 1.360
C 0.006 -0.198 -0.469
P 1.854 0.012 -0.105
H 1.457 -0.429 1.149
Cl -2.528 0.547 0.016
C -0.827 0.834 0.244
H 2.129 -1.305 -0.621
H -0.817 1.750 -0.209
*
```

The calculation puts the HOMO energy at -9.698 eV. Its orbital gap is 10.49 eV. The calculation puts the LUMO energy at 0.0291 hartree.



model i comes first in stability; the runner-up is 1.174 eV higher.



Model i:
The following is a DFT calculation (ωB97M-V/def2-TZVPD) of C7H4CaNO5 as an isolated structure.

Geometry as ORCA input:
```
! RIJCOSX wB97M-V def2-TZVPD def2/J DEFGRID3
* xyz 1 1
C -0.899 -1.267 -1.657
C -0.035 -3.590 4.965
O -1.789 0.895 -1.372
H 0.919 -2.836 -0.185
Ca 0.450 -1.239 0.758
O 2.443 1.216 -1.248
O -1.059 -1.904 -2.722
C -1.097 0.010 -0.910
O -0.368 3.043 -2.898
H -0.052 -2.881 5.735
C 1.870 0.360 -0.740
O -0.414 2.459 0.869
H -0.920 -4.144 5.014
H 0.764 -4.238 5.142
C 0.107 -2.925 3.698
N 0.210 -2.426 2.671
C -0.172 1.350 0.992
C 0.123 1.953 -3.087
*
```

The calculation puts the HOMO energy (spin up / spin down) at -12.361 / -12.387 eV. Its orbital gap (spin up / spin down) is 6.47 / 6.44 eV. The calculation puts the LUMO energy (spin up / spin down) at -0.2167 / -0.2186 hartree.



Model ii:
The following is a DFT calculation (ωB97M-V/def2-TZVPD) of C7H4CaNO5 as an isolated structure.

Geometry as ORCA input:
```
! RIJCOSX wB97M-V def2-TZVPD def2/J DEFGRID3
* xyz 1 1
N 1.297 1.151 2.857
H 1.317 2.682 5.614
C 0.107 1.643 -2.495
O -1.980 0.068 -0.439
C -0.976 -0.634 -0.292
O -0.061 -1.168 -2.459
O 2.249 -1.486 -0.324
H -0.181 3.169 4.745
Ca 1.462 -0.806 1.662
H 1.704 0.542 -0.400
O -0.254 2.234 -3.403
C 0.904 3.003 4.645
C -1.015 -1.688 0.818
H 1.393 3.934 4.330
C 1.491 -0.550 -0.724
C 1.134 1.985 3.652
C 0.154 -0.817 -1.304
O -1.818 -2.463 1.208
*
```

The calculation puts the HOMO energy (spin up / spin down) at -11.010 / -12.255 eV. Its orbital gap (spin up / spin down) is 5.71 / 7.40 eV. The calculation puts the LUMO energy (spin up / spin down) at -0.1948 / -0.1785 hartree.



model ii comes first in stability; the runner-up is 2.836 eV higher.



Model i:
The following is a DFT calculation (ωB97M-V/def2-TZVPD) of C8H11NO as an isolated structure.

Geometry as ORCA input:
```
! RIJCOSX wB97M-V def2-TZVPD def2/J DEFGRID3
* xyz 0 1
H 0.660 1.532 -1.787
H 2.339 2.062 -0.610
H 0.273 -3.646 0.709
H 0.307 3.519 0.202
H 1.461 -0.486 -1.965
H -1.660 2.055 0.022
H 1.286 -2.744 -1.521
C 0.724 -0.818 -1.234
C 0.122 -2.562 0.434
H 1.399 1.600 1.505
O -1.068 0.450 1.647
C 0.874 -2.106 -0.772
N 0.195 0.072 -0.318
C -1.319 1.956 -0.943
C -0.395 -0.309 0.915
H -0.949 -1.696 2.156
C -0.405 -1.647 1.186
H -1.884 1.159 -1.631
H -1.224 2.853 -1.590
C 1.180 2.279 0.155
C 0.080 1.489 -0.814
*
```

The calculation puts the HOMO energy at -8.448 eV. Its orbital gap is 8.87 eV. The calculation puts the LUMO energy at 0.0155 hartree.



Model ii:
The following is a DFT calculation (ωB97M-V/def2-TZVPD) of a 2-piece molecular cluster, C8H11NO overall.

Geometry as ORCA input:
```
! RIJCOSX wB97M-V def2-TZVPD def2/J DEFGRID3
* xyz 0 1
H 1.304 -2.687 -1.396
H 1.555 -0.839 1.709
H 1.870 1.361 -0.084
C 1.708 -1.665 -1.384
H -0.684 1.866 -1.397
H 0.295 0.799 -2.480
C 0.681 -0.972 1.057
H 2.759 -1.714 -1.065
H 0.082 -1.843 1.362
C 0.981 0.769 -0.334
C -0.899 1.145 1.578
H -2.696 2.099 2.223
C -0.100 0.304 0.696
N -1.036 2.119 2.267
C -0.057 0.965 -1.452
H 1.676 -1.276 -2.412
H -3.175 0.289 1.567
C 0.913 -0.796 -0.455
H -1.439 -0.898 -0.850
O -3.190 1.251 1.541
C -0.549 -0.276 -0.691
*
```

The calculation puts the HOMO energy at -9.398 eV. Its orbital gap is 10.07 eV. The calculation puts the LUMO energy at 0.0247 hartree.



model ii comes first in stability; the runner-up is 0.817 eV higher.